ORCA calculation (the ωB97M-V functional and the def2-TZVPD basis) on the molecule C5H8O2 at a distorted geometry.

The net charge is 0. The LUMO energy is 0.65 eV. As for the HOMO energy: -9.45 eV. As for the SMILES: O=C1CC(CO)C1. The electronic energy is -9408.1332 eV. Its HOMO-LUMO gap is 10.10 eV.

The geometry in XYZ format:
```
15
Properties=species:S:1:pos:R:3:lowdin_charge:R:1
O -0.433 -2.458 1.891 0.100
C -0.280 -1.407 1.325 -0.374
C 0.681 -0.232 1.466 -0.042
C 0.000 0.451 0.248 -0.297
C 0.784 0.980 -0.916 -0.257
O 1.373 -0.056 -1.661 -0.047
C -1.005 -0.723 0.159 -0.039
H 1.749 -0.382 1.660 0.128
H 0.265 0.486 2.157 0.113
H -0.514 1.341 0.633 0.132
H 1.544 1.673 -0.508 0.126
H 0.084 1.583 -1.513 0.123
H 1.679 0.327 -2.491 0.091
H -0.959 -1.293 -0.769 0.123
H -2.039 -0.450 0.391 0.120
```